Molecular formula: C57H127N6O
Method: DFT, ωB97M-V/def2-TZVPD

Results
Energy above the lowest of the compared OMol25 structures with the same formula, charge and spin ... 0.2 kcal per mole
HOMO-LUMO gap ... 7.8041 eV
Energy ... -2650.0456 Ha
Total charge ... +5

Element x y z (Å)
O (7.34, 3.61, -7.90)
N (8.99, 0.75, -10.61)
N (9.19, 7.22, -6.55)
N (6.18, 7.77, -11.96)
N (2.67, 5.86, 1.98)
N (1.75, 0.97, -15.00)
N (9.20, 1.53, -4.92)
C (1.94, 1.97, -10.42)
C (8.20, 0.83, -5.83)
C (8.40, 1.74, -11.56)
C (4.92, 7.82, -9.72)
C (6.83, 2.98, -2.20)
C (9.70, 1.50, -9.48)
C (2.75, 0.87, -12.65)
C (0.35, 0.53, -14.73)
C (7.91, -0.18, -10.09)
C (7.54, 8.02, -4.98)
C (3.40, 5.48, 0.72)
C (1.38, 5.09, 3.88)
C (8.13, 6.31, -11.95)
C (11.34, 0.80, -11.22)
C (2.56, 4.74, 2.97)
C (10.99, 5.00, -9.24)
C (7.79, 7.77, -6.46)
C (2.27, 1.75, -13.79)
C (3.89, 0.53, -15.94)
C (9.67, 2.82, -5.52)
C (6.86, 5.44, -11.78)
C (10.41, 0.58, -4.87)
C (11.41, 1.16, -5.86)
C (8.57, 1.76, -3.56)
C (5.71, 6.32, -12.22)
C (10.19, 8.36, -6.51)
C (9.41, 6.43, -7.84)
C (1.21, 6.22, 1.69)
C (5.02, 3.84, -8.65)
C (7.68, 3.94, -1.39)
C (6.04, -0.42, -8.50)
C (7.30, 2.59, -3.62)
C (7.57, 7.65, -12.49)
C (9.33, 6.36, -5.30)
C (6.19, 8.15, -10.48)
C (5.00, 0.27, -7.64)
C (3.39, 6.96, 2.70)
C (3.79, 7.97, -7.42)
C (11.12, 2.65, -6.00)
C (10.08, -0.06, -11.28)
C (0.42, 5.86, 2.95)
C (2.66, -0.19, -15.40)
C (3.54, 4.94, -2.47)
C (3.09, 1.73, -11.40)
C (1.84, 1.86, -16.21)
C (6.76, 0.55, -9.42)
C (12.45, 4.57, -9.50)
C (8.43, 7.04, -4.23)
C (4.69, 8.66, -8.45)
C (10.82, 5.87, -8.01)
C (6.15, 4.37, -7.77)
C (5.76, 4.38, -6.30)
C (3.32, 1.77, -16.65)
C (11.02, 1.87, -10.14)
C (4.17, 6.05, -1.65)
C (5.36, 8.77, -12.73)
C (3.30, 6.46, -0.46)
H (4.81, 6.24, -11.61)
H (2.74, 7.98, -7.72)
H (4.24, 6.99, -2.20)
H (9.36, 2.13, -2.90)
H (8.71, 3.94, -1.78)
H (5.54, -1.16, -9.14)
H (8.41, -0.84, -9.38)
H (5.48, 6.27, -13.28)
H (5.48, 3.44, -5.82)
H (4.41, 6.61, 2.84)
H (8.01, 1.19, -12.41)
H (10.09, 9.00, -7.39)
H (4.13, 0.71, -8.13)
H (3.50, 7.84, 2.06)
H (5.22, 8.36, -13.73)
H (8.95, 3.23, -6.23)
H (6.42, 9.22, -10.41)
H (11.51, 1.33, -12.15)
H (4.04, 6.92, -7.31)
H (9.00, 7.49, -3.42)
H (11.46, 6.74, -8.17)
H (11.23, 3.06, -7.00)
H (1.50, 2.88, -16.03)
H (9.72, -0.28, -12.29)
H (1.21, 1.45, -17.00)
H (8.85, 5.42, -5.55)
H (6.35, 5.44, -8.04)
H (7.35, 4.97, -1.52)
H (7.58, 2.26, -11.07)
H (4.23, 9.62, -8.67)
H (7.81, -0.05, -5.33)
H (11.02, 2.89, -10.54)
H (6.55, 4.82, -5.70)
H (8.70, 5.60, -7.73)
H (13.08, 5.45, -9.50)
H (4.83, 4.97, -6.18)
H (12.41, 0.94, -5.51)
H (3.20, 4.06, -1.94)
H (1.48, 2.41, -13.45)
H (11.15, 7.86, -6.44)
H (4.45, 5.32, 0.99)
H (11.33, 0.66, -6.83)
H (4.00, 7.97, -10.30)
H (7.72, 3.80, -0.31)
H (5.98, 9.66, -12.79)
H (9.09, 2.35, -9.18)
H (3.41, 1.68, -17.73)
H (9.78, 0.76, -8.68)
H (6.72, 2.00, -1.71)
H (6.49, 7.89, -4.72)
H (3.86, 8.52, -6.48)
H (4.41, 8.95, -12.25)
H (8.19, 8.51, -12.23)
H (1.73, 5.74, 4.68)
H (10.74, 5.50, -10.18)
H (11.74, 3.23, -5.32)
H (7.46, 7.57, -13.57)
H (3.03, 4.48, 0.47)
H (4.70, -0.33, -6.78)
H (3.50, 4.53, 3.48)
H (10.76, 0.65, -3.84)
H (7.73, 8.68, -7.05)
H (1.45, 1.04, -10.15)
H (8.76, 0.52, -6.70)
H (12.80, 3.84, -8.78)
H (1.07, 2.49, -10.86)
H (2.35, 3.79, 2.47)
H (12.23, 0.26, -10.90)
H (7.06, 7.67, -10.03)
H (6.71, -1.01, -7.87)
H (10.38, 6.34, -5.03)
H (12.50, 4.11, -10.49)
H (9.08, 7.08, -8.66)
H (4.49, 0.82, -15.08)
H (1.21, 7.27, 1.41)
H (6.91, 4.55, -12.41)
H (10.26, 4.19, -9.15)
H (5.66, 8.68, -7.95)
H (7.46, 1.58, -6.13)
H (0.94, 4.20, 4.33)
H (11.11, 5.43, -7.05)
H (5.15, 5.79, -1.23)
H (3.87, 2.65, -16.34)
H (2.64, 5.35, -2.96)
H (4.05, 4.59, -3.38)
H (3.63, 0.31, -12.96)
H (7.05, 1.48, -8.91)
H (7.72, 6.28, -3.94)
H (9.21, 2.36, -11.95)
H (2.23, 6.54, -0.69)
H (4.45, 3.06, -8.15)
H (6.50, 2.00, -4.07)
H (-0.44, 5.27, 2.65)
H (4.58, -0.02, -16.57)
H (2.00, -0.62, -16.15)
H (8.52, 6.48, -10.94)
H (5.29, 3.46, -9.63)
H (0.36, -0.18, -13.90)
H (-0.25, 1.40, -14.48)
H (6.69, 5.17, -10.74)
H (4.83, 6.76, -9.46)
H (8.44, 0.73, -3.22)
H (10.03, 8.97, -5.62)
H (2.02, 0.11, -12.34)
H (7.56, -0.75, -10.95)
H (9.62, 3.55, -4.72)
H (3.54, 7.47, -0.11)
H (3.94, 1.34, -10.83)
H (5.79, 3.32, -2.21)
H (2.89, 7.30, 3.60)
H (2.18, 2.58, -9.55)
H (10.20, -1.00, -10.73)
H (7.80, 9.06, -4.75)
H (3.53, 2.69, -11.71)
H (2.87, -0.92, -14.63)
H (0.86, 5.60, 0.87)
H (8.89, 5.85, -12.56)
H (3.10, 2.37, -14.12)
H (10.15, -0.46, -4.99)
H (5.36, 1.17, -7.11)
H (-0.02, 0.03, -15.62)
H (0.03, 6.73, 3.48)
H (7.16, 7.00, -6.91)
H (11.82, 1.97, -9.41)
H (4.25, 4.63, -8.69)
H (6.05, 0.85, -10.20)
H (7.46, 3.43, -4.29)

Molecular formula: C57H130O30
Method: DFT, ωB97M-V/def2-TZVPD

Results
Energy above the lowest of the compared OMol25 structures with the same formula, charge and spin ... 38.3 kcal per mole
HOMO-LUMO gap ... 9.3477 eV
Structure (SMILES) ... COCCOCCOC.COCCOCCOC.COCCOCCOC.COCCOCCOC.COCCOCCOC.COCCOCCOC.COCCOCCOC.COCCOCCOC.COCCOCCOC.O=C1OCCO1
Energy ... -4506.2649 Ha

Element x y z (Å)
O (-1.55, 5.99, 23.32)
O (-11.84, 1.29, 35.35)
O (-8.19, 2.74, 30.63)
O (-3.31, 9.95, 31.51)
O (0.69, 3.58, 35.24)
O (-6.27, 3.19, 23.37)
O (-4.17, 1.72, 34.17)
O (-4.31, 5.60, 27.80)
O (-3.46, 6.30, 34.59)
O (-0.93, -3.68, 24.10)
O (-5.74, -2.34, 28.47)
O (-1.96, 2.37, 36.19)
O (-0.90, 4.52, 25.74)
O (-6.28, 1.94, 27.89)
O (1.11, 2.68, 27.33)
O (-4.45, 0.26, 26.41)
O (-3.88, -3.40, 28.26)
O (-9.43, -1.63, 21.49)
O (-3.18, 7.49, 30.03)
O (-10.33, -1.44, 27.06)
O (-6.09, 6.34, 32.23)
O (-9.47, -0.35, 24.24)
O (-10.48, 4.62, 26.57)
O (1.22, -2.05, 25.08)
O (-9.01, 4.08, 24.00)
O (-7.59, 4.66, 36.28)
O (-9.26, 6.00, 30.63)
O (-10.04, 3.60, 34.87)
O (-4.03, -4.14, 23.69)
O (-5.74, -3.96, 26.97)
C (-11.32, -1.81, 26.06)
C (-1.73, -4.84, 24.27)
C (-11.46, 0.23, 34.48)
C (-4.13, 5.19, 35.30)
C (1.25, -2.62, 23.76)
C (-7.28, 6.95, 31.80)
C (-5.14, -3.28, 27.78)
C (-1.68, 6.60, 24.62)
C (-4.17, 1.28, 35.57)
C (-2.82, 6.15, 29.80)
C (-2.81, 1.21, 36.30)
C (-3.85, -2.79, 29.50)
C (-10.01, 7.19, 31.01)
C (-4.07, 5.41, 29.25)
C (-7.49, 5.38, 37.49)
C (-10.36, -2.40, 22.26)
C (2.09, 1.69, 27.24)
C (-7.85, 6.14, 30.63)
C (-8.76, 0.07, 23.10)
C (-7.90, 4.93, 23.62)
C (-2.60, 9.84, 30.28)
C (-2.00, 5.50, 25.67)
C (-9.45, -0.37, 26.67)
C (0.41, -0.87, 25.26)
C (-10.80, 1.74, 36.25)
C (-5.35, 2.52, 22.57)
C (-5.23, 2.51, 27.15)
C (-0.17, 2.36, 26.71)
C (-4.82, -1.66, 29.29)
C (-5.19, 7.14, 32.98)
C (-5.49, 1.83, 33.54)
C (-3.73, 11.27, 31.75)
C (-3.14, -4.51, 24.74)
C (-7.87, 1.86, 29.59)
C (-2.85, 5.60, 22.77)
C (-9.66, 2.44, 35.52)
C (-2.10, 8.39, 30.16)
C (1.92, 2.96, 34.93)
C (-5.14, 6.73, 27.57)
C (0.27, 3.40, 36.65)
C (0.46, -3.95, 23.75)
C (-8.90, 3.36, 25.24)
C (-8.28, 5.34, 35.26)
C (-8.69, -0.72, 25.33)
C (-9.15, 4.14, 26.55)
C (-9.52, 2.52, 31.17)
C (-10.80, 5.38, 27.73)
C (-4.93, 1.57, 26.00)
C (-8.30, -1.07, 22.15)
C (-1.20, 3.48, 26.78)
C (-8.92, 4.35, 34.29)
C (-5.46, -4.00, 23.96)
C (-6.50, 2.41, 29.15)
C (-4.06, -0.61, 25.35)
C (-3.80, 6.48, 33.24)
C (-6.78, 4.32, 22.79)
C (-0.70, 2.15, 36.77)
H (0.83, -2.02, 22.95)
H (-2.01, 6.03, 29.09)
H (-1.39, 8.26, 29.34)
H (-2.40, 5.67, 30.68)
H (-2.90, 4.92, 25.47)
H (-10.90, -2.42, 25.26)
H (-4.61, 7.66, 27.81)
H (-10.21, 6.27, 27.99)
H (-0.57, -1.09, 24.84)
H (-3.09, -3.73, 25.50)
H (-5.27, -1.36, 30.24)
H (-7.55, 6.60, 29.69)
H (-3.91, 5.35, 36.35)
H (-8.16, 3.66, 33.94)
H (-5.93, -3.80, 23.01)
H (-9.09, 5.93, 35.70)
H (-2.90, 11.97, 31.73)
H (-0.71, 7.04, 24.85)
H (-8.87, 2.67, 36.24)
H (-3.72, 5.48, 32.82)
H (-4.46, 0.23, 35.56)
H (-8.64, -0.25, 27.40)
H (-10.85, -3.09, 21.57)
H (1.17, 3.23, 37.25)
H (1.79, 0.81, 27.80)
H (-8.50, 5.00, 26.70)
H (-0.30, 4.28, 36.95)
H (-4.96, 1.76, 23.25)
H (-1.66, -5.52, 23.42)
H (-7.18, 7.94, 31.36)
H (-11.77, 5.80, 27.46)
H (-6.47, 3.49, 29.24)
H (-11.19, 2.36, 37.06)
H (-9.14, 1.77, 34.83)
H (-3.23, 4.64, 23.13)
H (-5.96, 5.03, 22.67)
H (-4.11, 2.04, 25.46)
H (-3.53, -5.31, 25.37)
H (-7.24, 4.15, 21.82)
H (0.50, -4.41, 22.76)
H (-5.58, -3.23, 24.73)
H (-9.74, 2.66, 25.23)
H (-0.78, 1.75, 37.78)
H (3.00, 2.11, 27.67)
H (-12.10, -2.42, 26.52)
H (-9.90, 8.05, 30.34)
H (-4.49, 11.54, 31.02)
H (-4.37, 2.54, 27.82)
H (-11.19, -0.75, 34.87)
H (-10.60, 0.42, 33.83)
H (-3.83, 4.35, 29.34)
H (2.21, 3.39, 33.97)
H (-11.66, -0.89, 25.58)
H (-1.47, 8.14, 31.01)
H (2.18, 1.37, 26.20)
H (-7.76, 0.87, 30.03)
H (-8.23, 5.81, 23.07)
H (1.68, 1.90, 34.86)
H (-5.73, 2.00, 21.69)
H (-7.63, 6.12, 34.86)
H (-6.92, 6.31, 37.40)
H (-9.95, 0.59, 26.61)
H (-4.58, -0.79, 28.68)
H (-7.78, -0.62, 21.30)
H (-10.20, 2.98, 30.46)
H (-4.50, 3.17, 22.34)
H (-11.05, 6.91, 30.87)
H (-6.21, 2.31, 34.19)
H (-4.95, 8.06, 32.45)
H (-12.23, 0.15, 33.71)
H (-9.53, 0.67, 22.62)
H (-5.78, 1.49, 25.32)
H (-2.37, 7.45, 24.61)
H (-3.59, -1.52, 25.73)
H (-3.65, 6.33, 22.84)
H (-3.22, 10.12, 29.43)
H (-8.55, 1.91, 28.74)
H (-7.45, 5.39, 24.50)
H (-2.31, 5.98, 26.60)
H (-5.94, 0.86, 33.30)
H (-2.63, 5.56, 21.70)
H (-8.47, 5.51, 37.95)
H (-5.48, 3.47, 26.70)
H (-1.30, 3.83, 27.80)
H (0.90, -0.15, 24.60)
H (0.22, -0.43, 26.24)
H (-9.84, -2.98, 23.02)
H (-4.91, -0.87, 24.71)
H (-9.23, 4.95, 33.44)
H (-6.08, 6.72, 28.12)
H (-2.34, 0.32, 35.90)
H (-4.32, 11.24, 32.67)
H (-7.96, 0.75, 23.39)
H (2.66, 3.13, 35.70)
H (-5.56, 7.42, 33.96)
H (-0.27, 1.29, 36.26)
H (-10.39, 0.94, 36.87)
H (-7.48, 5.11, 30.64)
H (-3.05, 7.13, 32.79)
H (-7.78, -0.14, 25.43)
H (-11.00, -1.82, 22.93)
H (-8.46, -1.78, 25.19)
H (-9.99, 7.56, 32.04)
H (-5.40, 6.78, 26.52)
H (-4.29, -3.46, 30.24)
H (-2.96, 1.02, 37.36)
H (-7.96, 2.82, 25.35)
H (-1.26, -5.39, 25.09)
H (-1.80, 10.57, 30.14)
H (2.31, -2.77, 23.55)
H (-9.69, 1.48, 31.46)
H (-8.00, 6.96, 32.62)
H (-3.92, 4.23, 34.82)
H (-0.57, 1.51, 27.26)
H (-8.99, 3.42, 27.36)
H (-2.89, -2.45, 29.87)
H (-5.82, 1.88, 29.81)
H (-7.61, -1.79, 22.59)
H (-6.89, 4.92, 38.27)
H (-5.83, -4.92, 24.41)
H (-4.86, 1.91, 36.13)
H (-5.50, 2.43, 32.63)
H (-4.93, 5.56, 29.90)
H (-10.87, 4.68, 28.55)
H (0.90, -4.72, 24.38)
H (-2.18, 3.01, 26.69)
H (-5.21, 5.33, 35.33)
H (-0.06, 2.10, 25.66)
H (-9.61, 3.02, 32.13)
H (-3.38, -0.12, 24.66)

| no. | LUMO (Eh) | E_HOMO (eV) |
| --- | --- | --- |
| 1 | -0.324 | -16.611 |
| 2 | 0.010 | -9.087 |